1.
{"formula": "C5H11NO", "method": "the ωB97M-V functional and the def2-TZVPD basis", "energy_ev": -8900.860, "smiles": "CN=C=O.CCC", "symbols": ["C", "N", "C", "O", "H", "H", "H", "C", "C", "C", "H", "H", "H", "H", "H", "H", "H", "H"], "coordinates": [[2.769617, 0.711053, -0.186783], [2.248855, -0.379860, 0.592122], [1.439840, -0.571559, 1.459393], [0.679453, -0.883764, 2.303371], [1.967091, 1.215296, -0.736020], [3.493433, 0.321595, -0.904903], [3.274289, 1.438876, 0.456333], [-1.820754, -1.390025, -0.112982], [-1.120686, -0.219919, -0.801505], [-1.301994, 1.090998, -0.037927], [-1.433916, -1.528258, 0.903172], [-1.671893, -2.326532, -0.661304], [-2.900499, -1.212299, -0.039899], [-0.049938, -0.445372, -0.901230], [-1.504804, -0.105678, -1.823419], [-2.362057, 1.366454, 0.016714], [-0.936675, 0.997987, 0.992406], [-0.769361, 1.921006, -0.517545]], "atomic_forces_ev_per_a": [[0.05, 0.21, -0.11], [-0.41, -0.21, 0.51], [-0.04, -0.08, 0.09], [0.52, 0.21, -0.53], [0.12, -0.08, 0.08], [-0.12, 0.05, 0.11], [-0.07, -0.10, -0.10], [-0.02, -0.05, 0.03], [0.05, 0.00, -0.05], [-0.01, 0.06, 0.03], [-0.08, 0.02, -0.16], [-0.03, 0.13, 0.07], [0.15, -0.02, -0.01], [-0.17, 0.03, 0.00], [0.05, -0.01, 0.14], [0.15, -0.04, 0.00], [-0.05, 0.02, -0.15], [-0.08, -0.12, 0.07]]}

=====

2.
{"formula": "C3H3N5", "method": "the ωB97M-V functional and the def2-TZVPD basis", "energy_ev": -10605.677, "smiles": "[H]/N=c1/cnncnn1", "symbols": ["H", "N", "C", "C", "N", "N", "C", "N", "N", "H", "H"], "coordinates": [[-1.247022, -2.224269, -0.359409], [-0.387239, -1.798932, -0.709826], [-0.302097, -0.567032, -0.683044], [0.968692, 0.010910, -1.026789], [1.565847, 0.825397, -0.236788], [1.131488, 0.758394, 1.057203], [-0.102315, 0.814866, 1.407535], [-1.240716, 1.021764, 0.603884], [-1.350288, 0.388641, -0.448980], [1.225514, -0.193949, -2.071980], [-0.261864, 0.964209, 2.468194]], "atomic_forces_ev_per_a": [[-0.24, 0.36, -0.40], [-0.35, -2.11, 0.54], [-0.63, -0.31, 0.22], [0.28, 1.65, -1.20], [0.09, -1.22, -0.61], [-0.34, 0.66, 0.50], [0.68, 0.53, 0.28], [-0.15, 0.62, 0.44], [0.18, -0.43, -0.20], [0.71, 0.57, 0.38], [-0.24, -0.32, 0.04]]}

=====

3.
{"formula": "C3H6N2O", "method": "the ωB97M-V functional and the def2-TZVPD basis", "energy_ev": -8232.641, "symbols": ["C", "N", "C", "N", "C", "O", "H", "H", "H", "H", "H", "H"], "coordinates": [[-1.479956, 0.068753, -0.537763], [-0.046968, 0.343314, -0.742922], [0.880778, 0.360570, 0.456574], [1.236695, 1.542897, 0.654478], [1.296654, -0.916707, 1.083949], [1.027031, -2.005910, 0.627519], [-1.749750, 0.382666, 0.473629], [-1.712467, -0.991167, -0.662982], [-2.056755, 0.660262, -1.253680], [0.324834, -0.172405, -1.542665], [0.362655, 1.504376, -0.545079], [1.917250, -0.776648, 1.988942]], "atomic_forces_ev_per_a": [[-0.10, -0.03, 0.04], [0.03, 0.03, -0.22], [0.12, 0.37, 0.02], [-0.04, -0.44, 0.04], [-0.02, -0.32, -0.04], [0.03, 0.47, 0.18], [0.03, -0.03, -0.15], [0.07, 0.13, 0.07], [0.06, -0.16, 0.09], [-0.05, 0.12, 0.12], [-0.06, -0.06, -0.04], [-0.07, -0.08, -0.11]]}

=====

Repeat the second record exactly.
{"formula": "C3H3N5", "method": "the ωB97M-V functional and the def2-TZVPD basis", "energy_ev": -10605.677, "smiles": "[H]/N=c1/cnncnn1", "symbols": ["H", "N", "C", "C", "N", "N", "C", "N", "N", "H", "H"], "coordinates": [[-1.247022, -2.224269, -0.359409], [-0.387239, -1.798932, -0.709826], [-0.302097, -0.567032, -0.683044], [0.968692, 0.010910, -1.026789], [1.565847, 0.825397, -0.236788], [1.131488, 0.758394, 1.057203], [-0.102315, 0.814866, 1.407535], [-1.240716, 1.021764, 0.603884], [-1.350288, 0.388641, -0.448980], [1.225514, -0.193949, -2.071980], [-0.261864, 0.964209, 2.468194]], "atomic_forces_ev_per_a": [[-0.24, 0.36, -0.40], [-0.35, -2.11, 0.54], [-0.63, -0.31, 0.22], [0.28, 1.65, -1.20], [0.09, -1.22, -0.61], [-0.34, 0.66, 0.50], [0.68, 0.53, 0.28], [-0.15, 0.62, 0.44], [0.18, -0.43, -0.20], [0.71, 0.57, 0.38], [-0.24, -0.32, 0.04]]}